(1)
DFT (wB97M-V/def2-TZVPD) results for a structure of composition C33H38F5N2O2PtS2Se.

Element x y z (Å)
1 F -4.97 3.57 -5.35
2 C -0.32 1.80 2.30
3 H 1.88 -4.88 1.27
4 H 1.83 -3.05 5.26
5 C -0.63 4.26 1.95
6 C 2.03 -0.65 -1.08
7 C 3.07 -2.59 1.51
8 H -1.20 -3.32 5.65
9 C -1.04 5.69 3.84
10 C 0.26 -2.16 -0.99
11 O -0.22 1.53 1.09
12 C 1.03 -0.29 -2.02
13 Pt 0.18 -0.44 0.38
14 H 3.91 -1.93 1.29
15 H 2.41 -2.06 2.20
16 C -2.50 -1.54 -2.23
17 C -4.86 3.17 -4.11
18 C -3.71 3.02 -3.42
19 H -0.68 2.49 4.85
20 H -0.32 -3.04 -0.81
21 C 4.57 -0.46 -1.18
22 H -0.08 -4.57 5.09
23 C -3.93 2.44 -2.11
24 H -2.72 -0.74 -1.53
25 H 1.06 0.60 -2.63
26 C -0.56 3.14 2.81
27 C -1.29 -0.02 -3.83
28 H -1.70 -2.58 -4.64
29 H 3.19 1.26 -2.77
30 C -6.03 2.68 -3.35
31 H 4.21 1.34 0.76
32 H -1.23 6.68 4.23
33 H 2.79 -3.95 -1.67
34 S 0.64 -0.97 5.24
35 H 0.92 -2.79 6.76
36 S -0.53 -2.94 3.39
37 F -6.00 2.44 -0.84
38 C -0.97 4.60 4.70
39 H 0.48 -3.82 1.14
40 H 3.48 -3.46 2.03
41 H 0.04 -2.36 -4.44
42 C -0.04 -1.20 -2.01
43 C -5.41 2.19 -2.02
44 N -0.16 0.81 3.28
45 C -0.88 5.52 2.48
46 H -0.85 -3.42 -3.34
47 H 4.55 -0.89 -2.18
48 H -0.56 4.94 0.18
49 H -2.17 -0.08 -4.47
50 C 0.88 -2.72 5.68
51 H 4.02 2.13 -1.49
52 N -0.25 -0.40 2.78
53 C 1.56 -1.91 -0.45
54 F -5.50 0.25 -3.61
55 C 3.31 0.73 0.63
56 C -0.05 -1.33 3.72
57 C 3.16 1.50 -1.70
58 C 3.32 -3.63 -0.77
59 H -1.10 4.74 5.77
60 H 1.05 -4.72 -0.27
61 C -0.90 -2.49 -3.90
62 C 3.25 0.24 -0.82
63 F -7.16 3.42 -3.40
64 C -0.73 3.35 4.19
65 H 3.80 -4.51 -0.34
66 H 3.35 -0.07 1.36
67 C -1.19 -1.29 -2.98
68 C -0.28 -3.50 5.10
69 Se -2.71 2.02 -0.94
70 C -6.03 1.27 -2.98
71 H 4.10 -2.93 -1.07
72 C 2.33 -3.03 0.25
73 H 2.26 2.08 -1.49
74 O -0.46 4.09 0.62
75 H 4.83 -1.24 -0.47
76 H 5.38 0.28 -1.15
77 H -0.93 6.37 1.81
78 H 2.45 1.36 0.86
79 H -2.46 -2.48 -1.68
80 H -1.36 0.88 -3.22
81 F -2.51 3.27 -3.90
82 C 1.37 -4.17 0.62
83 H -3.33 -1.61 -2.94
84 H -0.42 0.08 -4.49

Summary:
Electronic energy ... -5356.23483 hartree
Multiplicity ... 5
Strongest force on any atom ... 0.4 eV/A
Net charge ... +1
E_HOMO (alpha / beta) ... -9.89 / -10.96 eV
Expectation value of S² ... 6.03
Kohn-Sham gap (alpha / beta) ... 6.36 / 5.86 eV

(2)
DFT (wB97M-V/def2-TZVPD) results for the molecule C9H22P2 at a distorted geometry.

Element x y z (Å)
1 C 1.27 1.62 -1.44
2 H 2.55 3.17 -1.51
3 C 1.80 -1.71 -0.30
4 H -2.84 1.25 -2.24
5 H 0.75 2.19 -2.19
6 H -2.59 0.51 -3.83
7 P 0.49 -0.83 0.38
8 H 1.63 3.11 0.10
9 C -0.85 0.21 -2.37
10 H 0.01 0.13 -2.98
11 H 2.00 -2.61 0.41
12 H -0.13 1.17 2.58
13 H 1.58 0.57 2.30
14 H -1.23 -0.82 -2.10
15 H -3.09 -2.09 0.89
16 C -0.91 -2.00 0.53
17 C -2.20 -1.43 0.99
18 H -1.10 -2.38 -0.47
19 H -0.55 -0.94 3.93
20 H -0.55 -2.81 1.12
21 H 1.30 -0.64 4.18
22 H 1.75 0.86 -1.96
23 C 0.51 0.20 2.37
24 C 0.49 -0.86 3.48
25 P -0.29 0.94 -0.73
26 H 2.78 -1.07 -0.20
27 H 0.71 -1.76 2.84
28 H -2.63 -0.37 0.72
29 H -2.27 -1.31 2.14
30 H 2.95 1.97 -0.02
31 C 2.23 2.52 -0.60
32 C -1.98 1.11 -2.91
33 H -1.61 2.12 -3.12

Summary:
Electronic energy ... -1038.64579 hartree
Strongest force on any atom ... 5.2 eV/A
Net charge ... 0
E_HOMO ... -7.57 eV
Kohn-Sham gap ... 8.43 eV
SMILES string ... C=P(CC)(CC)P(CC)CC

(3)
DFT (wB97M-V/def2-TZVPD) results for a cluster of 15 separate species, C43H113N3O23 in total at a distorted geometry.

Element x y z (Å)
1 C -23.16 14.12 22.54
2 C -24.24 17.37 27.99
3 H -21.73 16.34 28.04
4 H -24.26 12.19 22.48
5 H -23.69 13.34 19.69
6 H -19.00 12.75 25.59
7 H -25.13 17.45 30.43
8 H -26.84 12.52 23.22
9 H -20.20 13.76 26.43
10 H -26.17 15.38 27.04
11 H -22.35 12.67 14.28
12 H -20.43 18.38 26.00
13 H -23.54 18.18 27.79
14 C -20.38 14.17 21.65
15 H -22.76 11.96 16.43
16 H -22.71 17.05 17.72
17 H -24.51 15.97 19.44
18 H -18.82 10.40 21.23
19 O -20.31 12.08 15.88
20 C -24.41 14.42 27.92
21 O -18.24 13.70 17.46
22 C -24.36 13.22 22.83
23 H -15.70 11.41 23.57
24 H -24.99 10.46 24.29
25 O -21.67 8.66 20.73
26 H -20.63 19.27 21.53
27 H -19.44 12.15 16.30
28 C -23.67 16.52 29.12
29 C -24.06 17.24 30.41
30 H -16.26 13.52 16.76
31 H -19.19 17.17 17.80
32 N -18.10 11.56 27.80
33 H -20.70 12.52 28.85
34 C -22.03 13.79 23.51
35 H -24.94 12.48 28.75
36 O -19.01 21.44 20.43
37 H -23.53 16.47 26.05
38 H -19.87 13.23 21.50
39 H -22.24 10.02 24.72
40 H -20.76 21.72 21.44
41 H -24.18 10.43 18.84
42 H -19.61 14.94 21.47
43 C -23.13 13.78 27.34
44 C -21.15 13.71 19.42
45 C -19.69 18.34 25.20
46 H -17.16 9.05 29.81
47 H -19.38 7.75 20.50
48 H -20.96 16.36 19.56
49 C -17.10 12.78 23.21
50 C -25.41 13.29 28.19
51 O -23.16 7.58 25.20
52 H -18.27 14.64 17.71
53 H -19.92 14.10 23.76
54 H -16.97 11.44 15.65
55 H -22.85 16.28 22.85
56 H -18.13 17.36 25.81
57 H -24.42 13.19 23.93
58 H -28.21 11.43 23.56
59 H -22.47 18.30 18.55
60 H -18.61 16.62 19.10
61 N -24.20 15.16 29.14
62 H -23.26 13.51 26.29
63 C -20.44 21.47 20.42
64 C -18.58 11.28 30.21
65 O -23.81 14.13 20.25
66 H -17.16 13.86 23.42
67 C -22.23 13.30 15.17
68 H -19.60 10.14 19.66
69 H -22.04 12.71 23.70
70 H -25.50 9.62 21.99
71 H -22.64 14.25 14.84
72 H -22.28 14.45 27.39
73 H -23.50 18.18 30.52
74 O -17.13 11.42 26.77
75 H -17.60 10.91 26.11
76 H -20.19 13.92 18.94
77 H -25.15 14.78 25.91
78 H -22.30 14.28 24.45
79 H -21.30 19.99 23.92
80 C -19.11 12.71 30.25
81 O -18.93 17.12 25.33
82 H -25.66 12.76 27.27
83 H -17.73 11.35 18.37
84 C -16.94 13.16 17.54
85 O -20.73 19.51 23.32
86 O -22.23 17.89 17.72
87 C -21.01 20.21 19.83
88 H -18.11 12.37 23.29
89 H -27.82 10.21 21.52
90 H -23.77 16.71 31.32
91 C -23.67 15.55 22.81
92 O -24.19 10.41 24.84
93 C -26.99 10.81 21.92
94 O -28.45 12.73 21.98
95 C -19.66 12.81 26.46
96 H -26.52 11.27 21.04
97 C -20.78 9.56 21.38
98 H -19.82 12.73 31.07
99 H -21.78 17.52 29.27
100 H -17.18 14.26 28.39
101 H -24.33 15.97 22.04
102 H -21.74 15.83 29.80
103 H -17.42 13.40 21.19
104 C -17.50 9.51 28.87
105 H -19.42 10.60 30.10
106 H -19.97 14.14 28.85
107 H -24.21 15.62 23.76
108 H -20.39 12.00 26.38
109 C -16.99 11.67 17.63
110 H -21.28 12.64 19.55
111 C -20.71 14.47 23.11
112 H -25.57 16.27 18.37
113 H -18.51 14.93 27.42
114 H -21.30 10.53 21.35
115 H -26.32 13.64 28.68
116 C -20.42 18.24 23.88
117 H -16.21 12.67 29.48
118 H -27.89 13.36 21.52
119 O -17.44 11.08 16.41
120 C -23.37 8.29 24.00
121 H -24.37 8.06 23.64
122 O -20.65 19.06 20.58
123 H -20.15 13.84 15.02
124 H -15.93 11.04 21.55
125 H -21.27 7.79 20.80
126 H -20.59 9.33 22.43
127 H -20.55 20.05 18.86
128 C -16.22 11.58 29.45
129 H -18.03 11.06 31.13
130 C -20.85 13.39 15.74
131 H -18.66 21.88 19.66
132 H -17.32 13.96 26.65
133 H -22.67 7.95 23.22
134 O -23.42 10.74 19.35
135 H -21.38 17.71 24.00
136 O -16.21 12.09 24.02
137 O -26.09 10.01 22.64
138 H -22.56 16.37 20.40
139 N -22.74 13.96 21.16
140 H -19.92 17.58 23.17
141 O -23.68 14.38 30.19
142 H -15.66 13.34 21.72
143 H -21.93 13.94 18.68
144 C -21.53 16.02 20.42
145 O -16.59 11.59 21.11
146 H -22.95 10.26 23.17
147 H -22.93 12.85 27.86
148 H -15.41 11.18 28.84
149 H -15.94 11.16 30.42
150 C -18.80 12.83 27.74
151 O -24.73 16.59 18.72
152 C -19.44 9.71 20.66
153 H -25.13 17.27 26.07
154 O -18.82 16.37 18.19
155 H -21.06 16.56 21.25
156 C -19.76 13.07 28.92
157 H -24.43 14.20 30.77
158 H -16.76 9.24 28.12
159 H -22.11 20.28 19.78
160 C -21.49 14.51 20.65
161 O -23.11 12.84 16.23
162 H -16.05 11.22 17.99
163 H -16.48 13.53 18.47
164 C -22.13 16.51 29.04
165 H -22.28 7.80 25.54
166 C -27.63 11.91 22.77
167 C -24.43 16.65 26.64
168 H -19.01 19.20 25.24
169 H -20.70 22.35 19.81
170 C -23.14 9.78 24.14
171 O -18.75 8.47 20.55
172 H -25.28 13.63 22.43
173 H -25.21 17.82 28.20
174 C -17.88 14.05 27.59
175 H -23.11 9.97 19.85
176 C -17.60 11.03 29.06
177 C -16.65 12.87 21.74
178 H -20.86 13.94 16.68
179 C -25.09 15.29 26.88
180 H -18.35 13.47 30.46
181 H -18.45 9.09 28.57
182 H -20.92 15.52 23.27

Summary:
Electronic energy ... -3600.65081 hartree
Strongest force on any atom ... 2.4 eV/A
Net charge ... 0
E_HOMO ... -8.09 eV
Kohn-Sham gap ... 8.21 eV

(4)
DFT (wB97M-V/def2-TZVPD) results for a structure of composition C27H58Al2BrClF5N3O14P at a distorted geometry.

Element x y z (Å)
1 H -6.28 7.40 -3.06
2 C 2.10 -4.78 4.40
3 H -1.71 -0.03 -3.16
4 C 7.82 -2.82 2.88
5 H 8.22 -6.79 1.93
6 H 5.74 -2.37 2.47
7 O -5.09 4.29 -2.53
8 H 6.12 -2.52 4.19
9 H 2.09 -8.03 0.30
10 H -2.28 -1.76 1.85
11 C -1.51 -0.24 0.52
12 H 1.28 1.77 -2.50
13 O -4.07 3.58 -0.53
14 H -4.04 -1.25 -2.69
15 H 9.23 -3.13 1.29
16 P 2.46 -4.83 1.79
17 H 7.62 -2.72 0.74
18 H 0.09 2.46 -0.14
19 C 2.79 0.09 -1.72
20 C 10.07 -5.73 2.10
21 H 2.92 -3.75 -0.70
22 H -4.23 6.93 -4.48
23 H -2.14 1.60 -2.83
24 H 8.23 -5.59 3.21
25 H 8.40 -3.36 3.63
26 C -3.34 -1.32 -1.87
27 C 0.71 0.85 -2.49
28 C 7.86 -4.80 1.22
29 C -6.05 6.52 -2.47
30 H 2.39 -5.83 4.48
31 H -3.37 6.35 -3.05
32 H 0.73 -7.02 0.84
33 H 4.40 -4.75 -0.63
34 F -1.16 4.82 -0.55
35 H 4.11 0.41 -0.11
36 O -5.61 4.04 1.19
37 H 4.50 -3.01 -0.36
38 H -7.15 4.91 -0.52
39 H 1.93 -7.63 2.01
40 H -4.49 0.99 -2.83
41 O -4.23 5.77 0.41
42 H -9.23 5.30 2.32
43 H -1.64 2.40 -0.47
44 H 1.02 -4.70 4.33
45 H -4.15 1.97 -1.36
46 H 10.42 -5.94 1.09
47 C -3.00 0.13 -1.48
48 H -3.50 5.32 -4.45
49 H 0.38 0.70 -3.51
50 H 2.92 -0.83 0.21
51 N -9.16 4.39 1.89
52 C 8.55 -5.77 2.18
53 O 3.73 -4.05 1.20
54 H 5.99 -3.96 3.19
55 H -0.62 -1.93 1.35
56 F 5.07 -1.08 -2.13
57 C 3.88 -3.89 -0.21
58 H -6.98 6.11 -2.07
59 H -1.39 1.63 1.68
60 C -4.27 0.98 -1.77
61 O 2.73 -4.15 3.26
62 Br 2.03 4.71 -3.47
63 O -8.35 2.91 0.34
64 N -7.72 5.10 0.28
65 H -4.53 4.47 -1.75
66 H -1.83 -2.40 0.21
67 C 1.78 -7.26 1.00
68 H 0.53 0.10 0.06
69 C -1.83 0.67 -2.36
70 H -7.74 6.03 0.65
71 C -0.65 2.30 -0.91
72 Al -6.71 3.28 -3.56
73 C 8.17 -3.32 1.48
74 C -8.40 4.09 0.82
75 O 1.12 -4.26 1.41
76 H -5.94 5.12 -4.10
77 H 8.16 -5.04 0.20
78 O -3.76 0.01 0.66
79 C 3.08 0.14 -0.26
80 O 3.67 0.31 -2.52
81 H 2.47 0.89 0.22
82 H -5.44 6.81 -1.61
83 Al -9.34 1.59 1.93
84 F -2.13 4.54 -2.45
85 Cl -4.30 4.36 0.70
86 C -0.53 0.96 -1.56
87 H -5.11 0.49 -1.29
88 F -2.81 6.44 -1.53
89 H -9.70 3.62 2.28
90 O 1.54 -0.25 -2.13
91 O 2.59 -6.09 0.74
92 H -1.87 0.23 2.56
93 C -0.96 4.48 -1.79
94 O -3.32 4.00 1.67
95 H -0.26 -1.09 -0.96
96 H 2.45 -4.26 5.29
97 H -2.46 -1.82 -2.25
98 H 6.78 -4.96 1.27
99 C -1.61 -1.70 1.00
100 C -5.31 5.48 -3.30
101 C -1.19 0.58 1.79
102 H -0.19 0.35 2.14
103 N -2.79 0.28 -0.01
104 F -0.15 5.37 -2.36
105 C -0.37 -0.13 -0.47
106 H 10.51 -6.47 2.77
107 C -4.03 6.06 -3.86
108 C 6.33 -2.93 3.20
109 H -3.81 -1.85 -1.06
110 O -0.45 3.27 -1.96
111 H 8.13 -1.78 2.96
112 H 10.46 -4.76 2.40

Summary:
Electronic energy ... -6639.81657 hartree
Multiplicity ... 2
Strongest force on any atom ... 6.0 eV/A
Net charge ... +2
E_HOMO (alpha / beta) ... -12.87 / -12.87 eV
Expectation value of S² ... 1.76
Kohn-Sham gap (alpha / beta) ... 4.77 / 4.77 eV

(5)
DFT (wB97M-V/def2-TZVPD) results for the molecule C6H6OS at a distorted geometry.

Element x y z (Å)
1 H 0.15 -2.45 0.95
2 C 0.14 -0.15 0.89
3 C 0.52 -1.58 0.41
4 O 1.74 -0.09 -0.93
5 C -0.54 0.54 -0.32
6 S -3.19 1.48 -0.51
7 H -0.62 -0.19 -1.23
8 H -1.47 2.24 0.88
9 C 0.90 0.71 -0.05
10 H 1.59 -2.13 -1.49
11 H -0.17 -0.06 1.97
12 C -1.64 1.42 0.09
13 C 1.31 -1.50 -0.69
14 H 1.28 1.75 0.03

Summary:
Electronic energy ... -705.52768 hartree
Strongest force on any atom ... 3.8 eV/A
Net charge ... 0
E_HOMO ... -8.59 eV
Kohn-Sham gap ... 8.39 eV
SMILES string ... S=C[C@@H]1[C@H]2C=CO[C@@H]12

(6)
DFT (wB97M-V/def2-TZVPD) results for the ion C3H6ClN2OSi with charge -1 at a distorted geometry.

Element x y z (Å)
1 H -0.88 1.35 1.12
2 C 0.11 1.05 0.82
3 H -0.35 -1.88 -0.62
4 C 1.03 1.93 1.10
5 C -0.72 -0.77 -0.42
6 N 2.74 1.23 -0.44
7 H 1.81 -0.53 -1.98
8 H 1.51 2.48 1.85
9 Cl 2.54 -2.02 0.53
10 H -1.50 -0.82 0.24
11 N 0.38 -0.06 0.15
12 Si 2.00 -0.26 -0.47
13 H -1.00 -0.38 -1.35
14 O 3.96 1.62 -0.29

Summary:
Electronic energy ... -1052.25466 hartree
Strongest force on any atom ... 5.0 eV/A
Net charge ... -1
E_HOMO (alpha / beta) ... -2.29 / -2.66 eV
Kohn-Sham gap (alpha / beta) ... 5.91 / 6.28 eV

(7)
DFT (wB97M-V/def2-TZVPD) results for the molecule C7H8ClN3 at a distorted geometry.

Element x y z (Å)
1 H 1.94 2.65 0.69
2 C 1.01 0.75 0.47
3 H 2.62 -0.46 -0.48
4 Cl -0.73 -1.49 1.53
5 N -0.36 0.87 0.69
6 C 1.56 -0.20 -0.44
7 H -3.08 -0.46 1.33
8 C -1.25 0.01 0.88
9 C -1.21 -1.84 -2.42
10 H -0.56 0.20 -1.95
11 N -1.75 -2.55 -3.12
12 C 0.82 -1.09 -1.17
13 H 2.70 1.53 1.66
14 C -0.37 -0.90 -1.81
15 H 1.19 -2.15 -1.05
16 H 1.18 2.00 2.26
17 C 1.73 1.72 1.32
18 N -2.54 0.24 0.93
19 H -2.92 1.16 0.67

Summary:
Electronic energy ... -895.91768 hartree
Strongest force on any atom ... 4.8 eV/A
Net charge ... 0
E_HOMO ... -7.96 eV
Kohn-Sham gap ... 7.94 eV
SMILES string ... CC(=C/C=C/C#N)/N=C(/N)Cl